(1)
Density functional theory data (ωB97M-V/def2-TZVPD) for a 2-piece molecular cluster, C4H14N3 overall.

Values from the calculation:
Energy relative to the best compared isomer or geometry (same formula, charge and spin), kJ/mol: 135.1
HOMO-LUMO gap, eV: 11.76
E_tot, hartree: -324.81337
E_LUMO, eV: -3.17
E_HOMO, eV: -14.9

Geometry as ORCA input:
```
! wB97M-V def2-TZVPD RIJCOSX def2/J DEFGRID3
* xyz 1 1
C -0.59990 -0.04863 -2.41951
C 1.32712 -0.46268 -1.08553
N 0.29156 0.34619 -1.35449
N 1.69705 -1.52209 -1.78028
N 2.08464 -0.10267 0.02011
H -0.14709 0.71526 -0.51996
H 1.42054 -1.67970 -2.75914
H 2.55341 -1.90946 -1.39184
H 3.08479 -0.22122 0.09821
H 1.75562 -0.02849 0.97932
H -1.64571 0.00508 -2.04592
H -0.67261 -1.08362 -2.70770
H -0.47422 0.51285 -3.33888
C -1.06866 0.80299 1.61608
C -1.63397 0.56057 3.05310
H 0.00236 0.59180 1.43262
H -1.75779 0.27896 0.95137
H -0.94977 1.88394 1.42468
H -2.56580 1.10874 3.04369
H -0.82622 0.75697 3.75989
H -1.87536 -0.50481 3.02417
*
```

(2)
Density functional theory data (ωB97M-V/def2-TZVPD) for a 2-piece molecular cluster, C4H14N3 overall.

Values from the calculation:
Energy relative to the best compared isomer or geometry (same formula, charge and spin), kJ/mol: 135.0
HOMO-LUMO gap, eV: 11.11
E_tot, hartree: -324.81341
E_LUMO, eV: -3.23
E_HOMO, eV: -14.3

Geometry as ORCA input:
```
! wB97M-V def2-TZVPD RIJCOSX def2/J DEFGRID3
* xyz 1 1
C 1.98687 -0.56250 0.27528
C -0.28584 -0.82940 1.14737
N 0.53187 -1.05458 0.12115
N -0.00320 -1.09050 2.44144
N -1.55667 -0.43000 0.91746
H 0.18095 -1.35094 -0.77390
H 0.97016 -0.97919 2.69496
H -0.67386 -0.73524 3.11491
H -1.66732 -0.13801 -0.05143
H -2.37123 -0.64714 1.46907
H 2.55617 -1.32047 -0.23438
H 2.28519 -0.63969 1.34236
H 2.19333 0.50393 0.07131
C -1.10358 1.68441 -2.35588
C 0.38781 1.87244 -2.10503
H -1.59356 0.99613 -1.69580
H -1.59104 2.64938 -2.17821
H -1.25508 1.30897 -3.37869
H 1.16301 1.10683 -2.19532
H 0.72851 2.65467 -1.43710
H 0.83608 2.39826 -3.02582
*
```